ORCA calculation (ωB97M-V with the def2-TZVPD basis set) on C14H35GdN3S2 as an isolated structure in a non-equilibrium geometry.

```
55
Properties=species:S:1:pos:R:3:forces:R:3
Gd -0.05955 0.41410 0.10416 -2.114 0.410 0.045
S -1.30930 2.88917 -0.46994 -0.514 -0.046 -0.455
S -1.31917 -2.04145 -0.12621 -0.612 -0.354 -0.676
C -3.12892 2.62359 -0.43426 0.100 0.065 0.179
C -0.92193 2.67817 -2.26243 -0.069 0.177 0.067
C -1.39597 1.38804 -2.91007 0.022 -0.071 -0.035
N -0.72983 0.20515 -2.29165 0.175 -0.115 -0.437
C -1.31208 -1.07774 -2.78714 -0.014 0.137 -0.067
C -0.89672 -2.24887 -1.91028 0.038 -0.137 0.192
H 0.17185 2.77088 -2.34063 -0.232 0.185 -0.010
H -1.37639 3.53553 -2.76434 0.187 -0.032 -0.044
H -1.15573 1.41634 -3.98467 -0.175 0.118 0.257
H -2.48103 1.26417 -2.81614 0.263 0.015 -0.036
H -0.96542 -1.25848 -3.81674 -0.217 -0.070 0.245
H -2.40522 -0.97837 -2.82025 0.311 0.012 0.050
H 0.18290 -2.44752 -1.97745 -0.318 -0.044 0.054
H -1.43158 -3.15423 -2.21311 0.241 0.040 -0.069
C -3.13534 -2.21179 -0.25562 -0.114 0.216 0.196
H 0.23202 0.21912 -2.65664 -0.194 0.019 -0.077
H -3.58081 -1.42108 -0.87167 0.159 -0.250 0.178
H -3.53637 -2.15342 0.76394 0.081 -0.078 -0.305
H -3.34906 -3.20112 -0.68216 0.109 0.270 0.166
H -3.41552 2.54733 0.62169 0.056 0.116 -0.265
H -3.44283 1.71506 -0.95834 0.161 0.206 0.108
H -3.60850 3.50476 -0.87431 0.117 -0.197 0.091
C 4.99259 0.54198 -1.70649 0.344 0.107 0.470
C 5.18401 0.64585 -0.38163 0.263 0.140 -0.658
H 5.01099 1.42123 -2.36023 -0.101 -0.308 0.308
H 4.94048 -0.43073 -2.20973 -0.025 0.317 0.216
H 5.36005 1.61631 0.09655 -0.123 -0.373 -0.186
H 5.31605 -0.23960 0.25166 -0.086 0.286 -0.203
C -1.95986 -0.23601 2.92679 -0.155 -0.146 -0.089
N -0.69989 0.41006 2.49182 0.287 -0.223 0.195
C -0.68571 1.81666 2.96663 0.036 0.248 0.086
C 0.51005 -0.31458 3.02402 0.092 0.666 0.165
C 1.69626 -0.16799 2.03658 0.257 -1.020 0.732
N 1.48507 -1.08495 0.88007 0.355 0.245 0.086
C 2.23640 -0.69682 -0.32790 0.666 -0.411 0.114
C 1.71693 -2.49650 1.23650 0.077 -0.158 0.059
H -2.08650 -0.14592 4.02093 0.007 -0.072 -0.416
H -1.94203 -1.29674 2.64472 -0.014 0.234 0.190
H -2.80707 0.24899 2.42024 0.201 -0.093 0.262
H -0.62211 1.84290 4.07242 -0.049 0.052 -0.505
H 0.18225 2.35547 2.55334 -0.204 -0.074 0.191
H -1.60466 2.33092 2.65147 0.292 -0.162 0.098
H 0.80697 0.13797 3.98952 -0.167 -0.279 -0.349
H 0.24396 -1.36696 3.21236 0.238 0.460 -0.178
H 1.81380 0.88176 1.68016 0.139 -0.322 0.286
H 2.63062 -0.44968 2.55206 -0.178 0.430 -0.190
H 3.30421 -0.91907 -0.24189 -0.174 0.295 -0.104
H 1.85412 -1.25197 -1.20115 0.080 0.151 0.199
H 2.17171 0.40664 -0.51672 0.529 -0.500 0.023
H 2.74404 -2.62004 1.61358 -0.251 -0.059 -0.158
H 1.00863 -2.79891 2.01166 0.179 -0.082 -0.243
H 1.56912 -3.11759 0.34685 0.041 0.058 0.249
```
Forces are in eV/Å.

Values from the calculation:
* expectation value of S²: 16.050
* net charge: +3
* LUMO (spin up / spin down): -9.764 / -13.256 eV
* multiplicity: 8

ORCA calculation (ωB97M-V with the def2-TZVPD basis set) on a 2-piece molecular cluster, C5H4F2OS overall in a non-equilibrium geometry.

```
13
Properties=species:S:1:pos:R:3:forces:R:3
C 0.79475 -0.71298 1.07575 1.506 -3.359 -0.260
C 1.47219 -0.15234 -0.09740 -1.282 -0.870 0.451
C 0.00826 0.14780 1.73540 0.087 0.825 0.306
C 0.97007 1.07462 -0.25998 2.089 2.020 -1.319
C -1.81407 -0.35745 -1.27728 0.936 -0.431 0.917
O -2.01302 -0.74962 -0.18523 -1.615 -1.062 -0.327
F 1.41396 1.93069 -1.25085 -0.624 -0.660 0.836
F -2.20662 -0.84295 -2.45295 -0.681 -0.435 0.297
S 0.09987 1.73696 1.03378 -1.030 -0.247 0.157
H 0.92627 -1.85164 1.37145 -0.429 2.653 -0.611
H 2.11422 -0.59532 -0.86141 -0.202 -0.158 0.619
H -0.67751 -0.00886 2.55360 0.236 -0.129 0.027
H -1.08837 0.38110 -1.38488 1.010 1.853 -1.095
```
Forces are in eV/Å.

Values from the calculation:
* LUMO: 0.738 eV
* SMILES: Fc1cccs1.O=CF
* energy relative to the best compared isomer or geometry (same formula, charge and spin): 0.000 eV